[1]
C3H6O3 | ωB97M-V/def2-TZVPD

Summary:
Highest occupied orbital energy: -9.30 eV
SMILES string: C=CO.O=CO
Electronic energy: -9347.9677 eV
HOMO-LUMO gap: 0.3662 Ha

Structure (ORCA input):
```
! RIJCOSX wB97M-V def2-TZVPD def2/J DEFGRID3
* xyz 0 1
C 2.29373 -0.60350 -3.26665
C 1.56756 -0.70755 -2.02809
O 1.68949 0.38457 -1.17914
H 1.97619 -1.36384 -4.16549
H 2.71222 0.44407 -3.40812
H 1.21266 -1.64198 -1.68340
H 2.66631 0.49147 -0.99228
O -3.54973 0.99079 4.42952
C -2.77030 1.01018 3.52876
O -2.14291 -0.10070 3.03179
H -2.74818 1.79138 2.72760
H -2.90704 -0.69490 3.00549
*
```



[2]
C35H44GeN9NiSSi3 | ωB97M-V/def2-TZVPD

Summary:
Highest occupied orbital energy (alpha / beta): -12.33 / -12.35 eV
Electronic energy: -182436.5427 eV
HOMO-LUMO gap (alpha / beta): 0.1933 / 0.2279 Ha

Structure (ORCA input):
```
! RIJCOSX wB97M-V def2-TZVPD def2/J DEFGRID3
* xyz 2 2
Ni -0.36381 0.36189 0.24869
N 2.47003 -3.71812 1.86537
C 1.33253 -2.84433 2.10662
N 1.16571 -1.95330 0.95930
C 1.09310 -2.57932 -0.26011
N 0.57861 -2.05969 -1.34696
N -0.11742 -0.90613 -1.26496
C -0.77911 -0.57279 -2.31504
C -1.73192 0.52319 -2.22102
C -2.20385 1.20484 -3.33410
C -3.17207 2.17973 -3.15076
C -3.63969 2.43016 -1.87014
C -3.08741 1.72870 -0.80787
N -2.14921 0.80314 -0.97072
C 1.70610 -3.89843 -0.39875
C 1.65546 -4.60180 -1.60746
C 2.34776 -5.78273 -1.75543
C 3.12437 -6.26585 -0.70219
C 3.19361 -5.58694 0.49767
C 2.46238 -4.41198 0.67361
H 2.82422 -4.21299 2.67003
H 1.57186 -2.21279 2.96713
H -0.70205 -1.15543 -3.22735
H -1.80535 0.97787 -4.31385
H -3.56994 2.72184 -3.99785
H -4.42110 3.15583 -1.69567
H -3.41862 1.89828 0.21026
H 1.07078 -4.19567 -2.41946
H 2.28957 -6.33716 -2.68127
H 3.66781 -7.19371 -0.82049
H 3.78415 -5.97993 1.31680
S -1.71773 7.00911 3.30626
N -1.31563 5.61123 3.98120
C -1.07604 4.74309 3.00725
C -0.78328 3.34794 3.20896
C -0.55927 2.94067 4.63868
C 0.13324 0.47744 4.08325
C -0.61928 0.30496 2.83866
N -0.84154 1.20474 1.95173
C -0.69898 2.59032 2.06915
C -0.56067 3.22704 0.76504
N -0.05033 2.45615 -0.22215
C 0.13580 2.99496 -1.41959
C -0.22441 4.30168 -1.73038
C -0.74247 5.10395 -0.73766
C -0.87149 4.57616 0.54887
C -1.23098 5.33204 1.71282
N -1.59530 6.59900 1.75719
H 0.40902 3.37309 4.91174
H 0.14122 -0.49129 4.59169
H -1.01203 -0.68520 2.62086
H 0.60666 2.36312 -2.16336
H -0.07150 4.67361 -2.73322
H -1.01910 6.13502 -0.91444
C -0.60337 1.46725 5.01722
Si 1.96904 0.76843 3.47837
C 2.46988 2.49732 2.89671
C 3.14439 0.07883 4.77518
Ge 1.96455 -0.16399 0.95015
Si 4.40635 -0.98166 0.23703
C 4.26145 -1.97826 -1.35211
C 5.27850 -1.88726 1.63101
C 5.14973 0.71966 -0.08586
Si -0.27610 -3.93706 2.54141
C -0.42095 -5.46287 1.45260
C 0.06544 -4.42928 4.32843
C -1.84960 -2.91736 2.31943
H -1.28664 3.47276 5.25387
H -0.20254 1.36696 6.02528
H -1.64881 1.15161 5.05642
H 2.31411 3.26245 3.65971
H 1.92395 2.79316 2.00162
H 3.53385 2.49681 2.65049
H 3.02056 0.64512 5.70179
H 4.18172 0.19416 4.45933
H 2.97385 -0.97333 5.00244
H 4.16171 -3.04583 -1.15660
H 5.17144 -1.83300 -1.93999
H 3.41389 -1.66617 -1.96290
H 4.83837 -2.86246 1.82210
H 5.28761 -1.31919 2.56183
H 6.31643 -2.04119 1.32349
H 4.56673 1.28223 -0.81466
H 6.15735 0.59530 -0.49179
H 5.23327 1.31541 0.82418
H 0.45806 -6.10644 1.48267
H -0.61872 -5.21799 0.40945
H -1.26610 -6.05747 1.81052
H 0.94484 -5.07102 4.40975
H -0.77957 -5.00211 4.71649
H 0.20854 -3.57483 4.99263
H -1.80444 -2.25803 1.44851
H -2.09919 -2.33075 3.20604
H -2.68584 -3.59950 2.15593
*
```



[3]
C4H6CrO7 | ωB97M-V/def2-TZVPD

Summary:
Highest occupied orbital energy (alpha / beta): -8.49 / -8.53 eV
Electronic energy: -46998.2754 eV
HOMO-LUMO gap (alpha / beta): 0.2742 / 0.2717 Ha

Structure (ORCA input):
```
! RIJCOSX wB97M-V def2-TZVPD def2/J DEFGRID3
* xyz 0 5
O -1.10864 -0.18407 -3.04602
C -0.42913 0.89033 -2.75863
O -1.09355 1.76151 -2.04806
O 0.83297 0.89394 -2.72747
Cr -2.60150 0.45771 -1.88297
O 2.20936 -1.53387 0.85211
C 2.05449 -0.13181 0.87485
C 0.65292 0.23420 0.46577
H 3.14329 -1.75385 0.89764
H 2.74353 0.36088 0.16980
H 2.26315 0.27879 1.87626
H 0.44547 -0.14832 -0.54186
H 0.43965 1.25728 0.80209
O -0.34391 -0.65241 1.27173
C -1.61561 -0.45533 1.14444
O -2.23674 -0.34016 0.09446
O -2.20064 -0.41369 2.33040
H -3.15509 -0.52111 2.22544
*
```



[4]
C5H11NO | ωB97M-V/def2-TZVPD

Summary:
Highest occupied orbital energy: -9.47 eV
SMILES string: CCC[C@H](N)C=O
Electronic energy: -8899.4745 eV
HOMO-LUMO gap: 0.3791 Ha

Structure (ORCA input):
```
! RIJCOSX wB97M-V def2-TZVPD def2/J DEFGRID3
* xyz 0 1
C 2.82286 0.13475 0.52502
C 1.83478 -0.92796 0.19975
C 0.53414 -0.61858 -0.58379
C -0.38518 0.35848 0.15870
N -1.21015 -0.28112 1.30278
C -1.45378 0.70052 -0.96501
O -2.64940 0.81063 -0.75844
H 3.77300 -0.23138 0.96097
H 3.00857 0.71779 -0.38369
H 2.31391 1.02479 0.94212
H 1.48270 -1.34538 1.20483
H 2.38190 -1.72489 -0.40362
H 0.86545 -0.26265 -1.58828
H -0.11104 -1.48092 -0.73426
H 0.14046 1.23832 0.58122
H -1.17595 -1.28185 1.13580
H -2.23666 0.05119 1.13071
H -0.89312 0.89447 -1.90578
*
```



[5]
CLi2O2 | ωB97M-V/def2-TZVPD

Summary:
Highest occupied orbital energy (alpha / beta): -5.43 / -7.38 eV
Electronic energy: -5540.4653 eV
HOMO-LUMO gap (alpha / beta): 0.1857 / 0.2550 Ha

Structure (ORCA input):
```
! RIJCOSX wB97M-V def2-TZVPD def2/J DEFGRID3
* xyz 0 1
O 0.73547 0.37881 -0.28425
Li -0.67714 -1.16296 0.22624
Li 1.35233 -1.41472 -0.93423
C -0.14828 1.14693 0.21466
O -1.26238 1.05195 0.77759
*
```



[6]
C3HCl2N2 | ωB97M-V/def2-TZVPD

Summary:
Highest occupied orbital energy: -12.96 eV
Electronic energy: -31139.4168 eV
HOMO-LUMO gap: 0.2701 Ha

Structure (ORCA input):
```
! RIJCOSX wB97M-V def2-TZVPD def2/J DEFGRID3
* xyz 1 1
C -1.74079 0.09080 0.12280
C 1.03197 -1.26351 0.02223
C 0.49298 1.14240 -0.12030
N 1.09971 -0.11214 -0.10256
N -0.79962 0.83128 0.02839
Cl 1.04238 -2.81491 0.23066
Cl 1.24374 2.60551 0.26975
H -2.37037 -0.47942 -0.45097
*
```